No. 1
The following is a DFT calculation (ωB97M-V with the def2-TZVPD basis set) of a structure of composition C9H11Br3F6MgN2SbSe4.

```
! wB97M-V def2-TZVPD RIJCOSX def2/J DEFGRID3
* xyz 0 2
Mg 0.5084 0.4684 -0.7569
Br -2.5214 -1.4128 2.1597
C -1.4767 -2.8359 1.4247
Br -0.6570 -2.4481 -0.2685
H -2.1371 -3.6732 1.2462
H -0.6809 -3.0742 2.1172
Se 1.1168 -0.2855 -3.1978
Se 3.0025 -1.5138 -3.3108
Se 4.2507 -1.1500 -1.4085
Se 3.2139 0.4846 -0.2688
F -1.3265 0.7759 -0.1367
Sb -2.5424 1.3331 -1.6294
F -1.9929 -0.2878 -2.4015
F -0.8811 2.0041 -2.2678
F -3.4877 1.8555 -3.1426
F -2.8316 2.9160 -0.6909
F -3.9742 0.4976 -0.7860
Br 2.2461 -1.9504 2.1517
C 1.5445 -0.2829 2.7100
C 2.0136 0.2338 3.9093
C 1.4744 1.4278 4.3478
C 0.4861 2.0379 3.5901
C 0.1044 1.4395 2.4069
N 0.6391 0.2979 1.9443
H 2.7703 -0.2939 4.4700
H 1.8150 1.8693 5.2759
H 0.0176 2.9600 3.9038
H -0.6708 1.8742 1.7906
C 2.1614 4.1046 -3.0871
C 2.1571 4.4866 -1.6024
C 1.4637 3.4561 -0.8196
N 0.9562 2.5883 -0.2710
H 2.7231 4.8498 -3.6466
H 1.1457 4.0576 -3.4760
H 2.6256 3.1296 -3.2289
H 1.6557 5.4383 -1.4294
H 3.1704 4.5615 -1.2077
*
```

Its expectation value of S² is 0.756. The value obtained for the HOMO-LUMO gap (spin up / spin down) is 7.368 / 5.566 eV. The calculation puts the energy above the lowest of the compared OMol25 structures with the same formula, charge and spin at 0.0 kcal per mole.

No. 2
The following is a DFT calculation (ωB97M-V with the def2-TZVPD basis set) of a cluster of 2 separate species, C9H11BrFNO7S2 in total in a non-equilibrium geometry.

```
! wB97M-V def2-TZVPD RIJCOSX def2/J DEFGRID3
* xyz -2 1
C -2.1444 -1.5493 -1.8147
C -1.8940 -0.0343 -1.8790
Br -0.4692 0.4157 -3.1337
C -1.7486 0.6473 -0.5182
C -0.6431 0.2295 0.4520
C 0.8150 0.3682 0.0141
C 1.4983 -0.8783 -0.5576
F 0.5562 -1.8379 -0.9933
O -0.9282 -1.0365 1.0950
C -1.3021 -0.8241 2.3540
O -2.0452 -1.4829 2.9970
O -0.6606 0.3214 2.7968
C -0.7665 1.1880 1.7073
N -2.1174 1.8852 1.8172
C -2.3427 2.6802 2.6821
S -2.6380 3.7313 3.8063
H -2.1501 -1.9147 -0.7945
H -1.4201 -2.0938 -2.4094
H -3.1253 -1.7609 -2.2487
H -2.7727 0.4168 -2.3334
H -2.6900 0.4357 -0.0055
H -1.6930 1.7239 -0.6629
H 0.8480 1.1716 -0.7217
H 1.4407 0.6896 0.8470
H 2.1958 -1.2715 0.1756
H 2.1107 -0.5784 -1.4050
H -0.0295 1.9794 1.7721
O 5.3718 -1.8491 -0.1229
S 4.8869 -0.5233 -0.5896
O 6.0292 0.3944 -0.8328
O 3.9656 0.0635 0.4502
O 4.1020 -0.6904 -1.8554
*
```

The value obtained for the HOMO-LUMO gap is 3.616 eV.

No. 3
The following is a DFT calculation (ωB97M-V with the def2-TZVPD basis set) of a cluster of 2 separate species, C9H11BrN2 in total in a non-equilibrium geometry.

```
! wB97M-V def2-TZVPD RIJCOSX def2/J DEFGRID3
* xyz 0 1
C -2.1640 -0.9952 0.6225
C -1.4388 0.0820 1.0226
C -1.4753 -1.5051 -0.5198
C -0.1346 3.0916 1.1779
C 0.7245 2.0388 1.0503
C 0.5811 1.0541 0.0236
C 2.8203 -1.5779 -0.6146
C -1.7980 -2.7448 -1.2985
C 2.3276 -1.1768 -1.7288
N -0.4591 -0.7651 -0.8330
N -0.4101 0.2143 0.1436
Br 2.8000 -0.7940 1.1172
H -3.1804 -1.3275 0.7868
H -1.6140 0.8341 1.7804
H 0.1115 3.9705 1.8403
H -1.1226 3.1741 0.7640
H 1.7049 2.0206 1.4329
H -2.5339 -3.3405 -0.7338
H -2.2598 -2.4647 -2.2336
H -0.7616 -3.1023 -1.3889
H 3.1679 -2.6770 -0.5270
H 2.4498 -1.7157 -2.7257
H 1.8236 -0.2808 -1.9172
*
```

The value obtained for the HOMO-LUMO gap is 7.928 eV. The calculation puts the energy above the lowest of the compared OMol25 structures with the same formula, charge and spin at 54.3 kcal per mole.

No. 4
The following is a DFT calculation (ωB97M-V with the def2-TZVPD basis set) of the molecule C9H11BrN2O4 in a non-equilibrium geometry.

```
! wB97M-V def2-TZVPD RIJCOSX def2/J DEFGRID3
* xyz 0 1
C 3.0595 -3.8779 -4.5719
H 4.1342 -3.9694 -4.7025
H 2.5927 -3.4876 -5.4780
H 2.6160 -4.8470 -4.3368
O 2.8691 -2.9719 -3.4888
C 1.5974 -2.7075 -3.1663
O 0.6485 -3.1764 -3.7209
C 1.5682 -1.7293 -2.0002
O 0.2254 -1.4634 -1.6573
C 0.0358 -0.5992 -0.6682
N 1.0853 -0.0532 -0.0777
C 0.8714 0.8129 0.9135
C -0.4234 1.1148 1.2952
C -1.4771 0.4874 0.6124
N -1.2374 -0.3666 -0.3663
O -2.7229 0.7651 0.9638
C -3.7471 0.1047 0.2406
H -4.6837 0.4581 0.6655
H -3.6851 0.3527 -0.8203
H -3.6553 -0.9770 0.3517
Br -0.8190 2.3273 2.6868
C 2.0625 1.4201 1.5689
H 2.0630 1.1873 2.6328
H 2.0314 2.5043 1.4692
H 2.9667 1.0350 1.1082
H 2.0869 -0.8062 -2.2866
H 2.1092 -2.1609 -1.1491
*
```

The value obtained for the HOMO-LUMO gap is 9.616 eV. The calculation puts the energy above the lowest of the compared OMol25 structures with the same formula, charge and spin at 0.0 kcal per mole. The SMILES is COC(=O)COc1nc(C)c(Br)c(OC)n1.

No. 5
The following is a DFT calculation (ωB97M-V with the def2-TZVPD basis set) of a structure of composition C9H11Cl2DyNO4Yb in a non-equilibrium geometry.

```
! wB97M-V def2-TZVPD RIJCOSX def2/J DEFGRID3
* xyz 4 7
Dy 0.0692 -0.3356 -8.2586
Yb 0.1705 -1.0031 -1.5520
Cl -0.8157 1.8839 -7.8959
Cl 1.9540 -2.5875 -1.4166
C -0.8647 -2.8202 0.0402
C -0.4812 0.0234 -10.4386
C 0.4846 -2.4273 -9.5371
O -1.1062 -3.5584 0.9002
O -0.7317 0.1199 -11.5755
O 0.6973 -3.3876 -10.1683
O 0.4974 0.2212 0.2019
C 0.3380 0.3104 1.4671
C 1.3544 1.0747 2.2343
C 0.7755 2.0924 3.2218
C 0.1680 1.5027 4.4918
C -1.0883 0.6731 4.2689
C -0.8461 -0.5897 3.4488
N -0.6921 -0.2902 2.0394
H 1.9706 0.3454 2.7662
H 2.0315 1.5629 1.5245
H 1.5829 2.7696 3.5188
H 0.0279 2.7050 2.7076
H 0.9151 0.9056 5.0258
H -0.0848 2.3293 5.1646
H -1.5078 0.3785 5.2378
H -1.8617 1.2813 3.7884
H 0.0447 -1.1000 3.8378
H -1.6936 -1.2685 3.5524
H -1.3076 -0.8109 1.4044
*
```

Its expectation value of S² is 12.469. The value obtained for the HOMO-LUMO gap (spin up / spin down) is 2.478 / 5.318 eV.

No. 6
The following is a DFT calculation (ωB97M-V with the def2-TZVPD basis set) of a structure of composition C9H11ClN2O3 in a non-equilibrium geometry.

```
! wB97M-V def2-TZVPD RIJCOSX def2/J DEFGRID3
* xyz -2 1
Cl -0.9476 -0.4122 -0.7372
O -0.1899 -1.8022 1.0591
C -1.3048 -1.7782 1.8244
O -2.2925 -1.1342 1.4338
O -1.2879 -2.2189 2.9773
H -0.4447 -1.2495 0.3167
N -1.7156 2.5314 -0.8304
C -0.8468 1.9655 0.1350
C -1.2363 2.2411 1.4558
C -2.4207 2.9532 1.2254
C -2.7000 3.1699 -0.1210
H -1.4779 2.6392 -1.8061
H 0.0039 1.4426 -0.2764
H -0.7172 2.1731 2.4004
H -3.0124 3.4120 2.0038
H -3.5025 3.6549 -0.6569
N 1.4001 -1.3141 -0.7448
C 2.5923 -0.7784 -0.5341
C 3.5368 -1.5638 -1.0772
C 2.9260 -2.7129 -1.5399
C 1.6177 -2.4700 -1.4120
H 0.5369 -0.8567 -0.4882
H 2.7206 0.1693 -0.0323
H 4.6040 -1.4353 -0.9718
H 3.4205 -3.5657 -1.9810
H 0.7380 -3.0602 -1.6223
*
```

The value obtained for the HOMO-LUMO gap is 5.248 eV. The calculation puts the energy above the lowest of the compared OMol25 structures with the same formula, charge and spin at 98.3 kcal per mole.

No. 7
The following is a DFT calculation (ωB97M-V with the def2-TZVPD basis set) of a structure of composition C9H11ClN2O3W in a non-equilibrium geometry.

```
! wB97M-V def2-TZVPD RIJCOSX def2/J DEFGRID3
* xyz 2 3
Cl -0.8677 2.6538 -1.7564
C -0.6725 -1.1977 -1.1002
C 0.7350 -1.3624 -0.8836
C 1.4260 -0.6259 -1.8827
H 1.1970 -1.9707 -0.1194
C 0.4609 0.0530 -2.7154
C -0.8553 -0.3890 -2.2719
H -1.7944 -0.2161 -2.7985
H -1.4487 -1.6913 -0.5414
H 2.4999 -0.5973 -2.0686
C 0.7839 1.0420 -3.7827
W 0.0827 0.8356 -0.6823
C 1.6415 1.1716 0.5607
O 2.5582 1.3780 1.2478
C -1.4842 1.3084 0.7112
O -2.3634 1.8454 1.2499
H 1.7438 1.5303 -3.5735
H 0.0345 1.8423 -3.7932
H 0.8105 0.5982 -4.7837
N -0.2394 0.3416 3.5407
C -0.5164 -0.9245 3.1118
N -0.9363 -1.7691 4.1044
O -0.4111 -1.2870 1.9311
H -0.3622 0.6090 4.5032
H -0.0082 1.0409 2.8622
H -1.0775 -2.7311 3.8513
H -0.9363 -1.4879 5.0791
*
```

Its expectation value of S² is 2.020. The value obtained for the HOMO-LUMO gap (spin up / spin down) is 5.497 / 5.240 eV. The calculation puts the energy above the lowest of the compared OMol25 structures with the same formula, charge and spin at 0.0 kcal per mole.

No. 8
The following is a DFT calculation (ωB97M-V with the def2-TZVPD basis set) of the ion C9H11ClN3 with charge +1 in a non-equilibrium geometry.

```
! wB97M-V def2-TZVPD RIJCOSX def2/J DEFGRID3
* xyz 1 1
C -2.5779 -1.2373 1.0130
C -3.8745 -1.1102 0.5133
C -1.8300 -0.0779 0.8878
C -2.4198 1.0128 0.3496
C -4.3354 0.0887 -0.0495
C 0.8775 -0.0846 -0.5467
C -0.5678 0.6993 1.1780
C 0.4114 -1.4870 -0.4108
C 1.0980 2.1791 0.2570
N -3.5933 1.2097 -0.1437
N 0.4728 0.8620 0.2994
N 1.7443 0.1976 -1.5199
Cl -5.9205 0.2104 -0.6527
H -2.2366 -2.1621 1.4534
H -4.5545 -1.9453 0.5611
H -0.5679 1.3209 2.0560
H 0.2300 -1.7338 0.6321
H 1.1584 -2.1704 -0.8092
H -0.5145 -1.6429 -0.9656
H 2.1844 2.0922 0.2733
H 0.7778 2.7272 -0.6311
H 0.7883 2.7501 1.1288
H 2.0474 -0.5366 -2.1389
H 2.0639 1.1328 -1.7112
*
```

The value obtained for the HOMO-LUMO gap (spin up / spin down) is 7.866 / 7.661 eV. The calculation puts the energy above the lowest of the compared OMol25 structures with the same formula, charge and spin at 0.0 kcal per mole.

No. 9
The following is a DFT calculation (ωB97M-V with the def2-TZVPD basis set) of a cluster of 2 separate species, C9H11ClN3O in total in a non-equilibrium geometry.

```
! wB97M-V def2-TZVPD RIJCOSX def2/J DEFGRID3
* xyz 1 1
C 2.4061 1.5607 0.5328
C -3.0680 2.0821 -0.1305
C 1.0849 1.7551 0.5215
C 2.2473 -0.2643 -1.0708
C -1.7568 2.2130 0.2741
C 2.9651 0.6466 -0.3870
C -3.2891 0.7215 -0.6481
C 0.8148 -0.2362 -0.8967
C 0.2508 0.9147 -0.2759
N -1.9743 0.2135 -0.6569
N -1.0683 1.1222 -0.1428
N 0.0945 -2.5672 0.4587
O -4.2390 -0.0231 -0.8091
Cl 4.7121 0.6414 -0.4148
H 3.1781 2.1878 0.9260
H -3.7631 2.9541 0.0239
H 0.6626 2.6261 0.9403
H 2.7070 -0.8218 -1.8922
H -1.3279 2.9674 0.7659
H 0.2314 -0.5095 -1.8046
H 0.7074 -1.2624 -0.2770
H -1.8726 -0.3137 -1.5190
H 0.8635 -3.1619 0.0850
H -0.8526 -2.6485 -0.0533
H -0.1681 -2.8216 1.3769
*
```

The value obtained for the HOMO-LUMO gap (spin up / spin down) is 7.087 / 7.088 eV. The calculation puts the energy above the lowest of the compared OMol25 structures with the same formula, charge and spin at 17.7 kcal per mole.